# 1
Here is a structure of composition C5H7NO in a non-equilibrium geometry from the Open Molecules 2025 dataset. Energies are from ωB97M-V with the def2-TZVPD basis set.

Values from the calculation:
- gap between HOMO and LUMO (eV) = 10.555
- ΔE to the lowest compared entry with this formula, charge and spin (kcal per mole) = 101.1
- charge = 0

Cartesian coordinates (Å):
O -0.0480 2.0482 -0.6487
N 0.3469 -1.1255 1.0788
C -0.7251 -1.1604 0.0630
C 0.2094 -0.8285 -1.0827
C -0.6771 -0.0303 1.0443
C 1.0892 -0.2558 0.0411
C 0.3064 0.9995 0.4919
H -0.9093 2.4288 -0.4144
H 0.6432 1.9535 0.8620
H 2.1783 -0.3159 -0.0056
H 0.6321 -1.7316 -1.5296
H -0.1180 -0.1169 -1.8433
H -1.5135 -1.9111 0.1006
H -1.4145 0.0461 1.8426

Löwdin atomic charge list, values in e, 8 entries:
1. O -0.12
2. N 0.07
3. C -0.21
4. C -0.08
5. C -0.16
6. C -0.18
7. C -0.15
8. H 0.07

# 2
Here is a structure of composition C31H35INO16P2S in a non-equilibrium geometry from the Open Molecules 2025 dataset. Energies are from ωB97M-V with the def2-TZVPD basis set.

Values from the calculation:
- gap between HOMO and LUMO (eV) = 6.477
- charge = +1

Cartesian coordinates (Å):
I -5.9209 -2.4607 0.7731
S -0.4182 -0.2174 -4.3036
P -2.4758 0.1634 -2.5036
P -0.5516 -3.2676 -4.7601
O -3.7732 8.8778 -1.8873
O 5.6438 1.6640 6.8396
O 8.1061 -1.0940 9.7273
O 2.5680 0.6676 -4.5194
O -2.4436 0.7152 -0.9178
O 0.4117 -3.7188 -3.7159
O -3.8332 3.8346 -4.1482
O 1.9103 2.1988 -2.9962
O -1.5246 7.4005 -2.1903
O 0.3232 -2.9304 -6.1271
O -6.0799 5.3362 -3.9283
O 3.7439 -0.2620 6.8476
O -0.0050 3.3727 -2.9658
O 6.2457 -3.0544 9.6652
O -3.9972 0.2885 -3.2128
O -1.6115 -4.4860 -5.1790
N -0.4500 -1.5482 -2.0001
C 5.8328 0.5389 7.5559
C 0.0626 -2.1502 -0.7455
C 2.1174 0.8740 -3.4309
C -0.6684 -1.8247 1.7931
C -1.5071 -1.7365 -4.2117
C -5.0026 7.1570 -2.8920
C 0.8476 2.8830 -3.6617
C 6.0466 -1.9210 8.9728
C 0.3628 -0.8057 -2.7458
C 0.7434 3.0926 -5.1994
C 2.3303 -3.4854 4.7913
C -4.2562 -1.8218 -0.4546
C 4.9370 -1.7265 8.2518
C -2.7476 -2.8441 -2.3870
C 4.7467 -0.4860 7.5060
C 6.9404 0.3478 8.2783
C -1.7871 -1.6165 -2.6329
C -2.5603 6.8990 -2.5825
C 1.8280 -0.3924 -2.4952
C 0.3796 -2.3375 2.8473
C -3.3081 -2.9945 -0.9266
C 0.0242 -1.1903 0.5093
C -5.0511 5.8310 -3.5052
C 1.6229 -4.3389 3.8279
C 1.0569 -1.4805 3.8071
C -3.7768 5.0621 -3.6059
C 7.1222 -0.8844 9.0452
C -2.6148 5.5619 -3.1756
C 0.6614 -3.7801 2.8834
C -3.8415 7.6621 -2.4568
C 2.0205 -2.0515 4.7573
H -1.2986 -2.7262 1.5526
H 4.7728 1.5587 6.4123
H -3.6372 -1.1478 0.2023
H 0.1759 -4.5125 2.1882
H 0.7594 2.1164 -5.7616
H 2.5497 -1.4206 5.5125
H -0.2547 3.5518 -5.4347
H 1.1440 -2.4178 -0.9133
H -2.4255 -1.7602 -4.8507
H 1.8490 -5.4337 3.8784
H 2.5266 -1.1957 -2.8334
H 1.0905 -0.9863 0.8191
H 4.1509 -2.4670 8.1931
H -1.5730 -4.5474 -6.1587
H -3.6129 -2.8217 -3.1095
H -1.6826 5.0066 -3.2457
H -2.5364 -3.1461 -0.1348
H 3.0448 -3.9339 5.5186
H -0.0640 -2.1447 -6.5622
H 7.1147 -2.9473 10.0991
H -1.3831 -1.0867 2.2575
H -3.8648 0.6895 -4.0937
H -2.2084 -3.8119 -2.6200
H -3.9365 -3.9328 -0.9244
H 7.7324 1.0825 8.3243
H -2.8319 9.0103 -1.6630
H -2.2526 1.6733 -0.9729
H 0.8659 -0.3863 3.8420
H 2.0208 -0.0495 -1.4381
H -0.4318 -3.1323 -0.5109
H -5.9344 7.6993 -2.8082
H -4.7704 3.6854 -4.3812
H 1.5150 3.8107 -5.5926
H -0.4290 -0.1855 0.3148
H -4.6146 -1.2116 -1.3202

Löwdin atomic charge list, values in e, 8 entries:
1. I 0.77
2. S 0.99
3. P 0.89
4. P 0.54
5. O 0.11
6. O 0.11
7. O 0.12
8. O 0.15

# 3
Here is a cluster of 2 separate species, C4H9O2 in total in a non-equilibrium geometry from the Open Molecules 2025 dataset. Energies are from ωB97M-V with the def2-TZVPD basis set.

Values from the calculation:
- gap between HOMO and LUMO (eV) = 7.418
- ΔE to the lowest compared entry with this formula, charge and spin (kcal per mole) = 16.0
- charge = -1

Cartesian coordinates (Å):
O 1.4388 0.6294 1.7761
O 0.5316 2.2403 0.4977
C -1.6705 -2.0303 -0.3380
C -1.8819 -1.2164 -1.6119
C 1.1033 0.0817 -0.4801
C 1.0044 1.1157 0.7016
H 1.2847 0.6972 -1.3699
H 0.2104 -0.5170 -0.5175
H -1.2223 -0.4028 -1.8640
H -1.9831 -1.8863 -2.4675
H -2.8651 -0.8286 -1.4997
H -2.5611 -2.1901 0.2579
H -0.9827 -1.5598 0.3755
H -1.1466 -2.9817 -0.4372
H 2.0366 -0.4653 -0.3650

Löwdin atomic charge list, values in e, 8 entries:
1. O -0.13
2. O -0.10
3. C -0.17
4. C -0.16
5. C -0.05
6. C -0.81
7. H 0.05
8. H -0.01

# 4
Here is a structure of composition C39H34BiN6O5 from the Open Molecules 2025 dataset. Energies are from ωB97M-V with the def2-TZVPD basis set.

Values from the calculation:
- gap between HOMO and LUMO (eV) = 5.686
- ΔE to the lowest compared entry with this formula, charge and spin (kcal per mole) = 1.7
- charge = -1

Cartesian coordinates (Å):
Bi 0.0459 0.0132 -0.8862
O -3.8101 0.7077 -2.5919
O -3.0008 4.6600 -4.5627
O -0.2223 3.0117 -1.1156
O 2.0957 -1.8510 -4.2226
O 1.5819 -1.0760 -2.1864
N -0.5871 1.4194 1.3372
N 1.5374 1.8915 2.2471
N -1.0134 -1.4636 -2.6144
N -1.9624 1.7801 -1.8249
N -3.3384 2.6800 -3.5510
N 2.0494 0.0415 0.8633
C -0.5788 -2.7853 -4.5403
C 2.5893 -4.5000 2.2064
C -3.0453 1.6611 -2.6228
C 0.1760 -0.5085 5.0138
C 3.2207 0.3379 2.9226
C 0.0531 2.8869 -4.6027
C 3.7377 -1.5222 1.5187
C 3.2486 -5.6130 1.7122
C -1.6063 5.3340 -2.0634
C -0.6898 -1.5291 0.3765
C 1.3104 -1.5995 -3.3254
C -2.7903 -2.6477 -3.6376
C -2.7508 5.2808 -1.0686
C 0.7514 -1.1717 6.0930
C -1.1912 2.8844 -1.8689
C 2.2550 0.7202 1.9831
C 2.7715 -1.0679 0.6498
C 1.2342 -3.0231 4.6145
C -0.1648 -1.9478 -3.5180
C -0.0706 -2.1874 1.2314
C 2.6937 -6.3768 0.6941
C 0.1765 2.1484 2.1320
C 0.8010 -4.8877 0.6698
C 3.9639 -0.7954 2.6831
C -1.9009 1.6710 1.3162
C 1.2644 -2.4421 5.8724
C -1.9183 -3.1366 -4.5973
C 0.6985 -2.3517 3.5009
C -1.6834 3.4719 2.8434
C -2.4991 2.6747 2.0429
C -0.1965 4.1370 -3.7751
C 0.1490 -1.0802 3.7597
C -2.2949 -1.8058 -2.6526
C -0.3363 3.2101 2.9006
C 0.6342 -2.9110 2.1513
C 1.3365 -4.1109 1.7096
C 1.4643 -5.9929 0.1728
C -1.4309 4.0309 -2.8559
C -2.6499 3.8380 -3.7362
H -0.3483 5.0056 -4.4204
H -2.8423 6.2275 -0.5343
H -0.6630 5.5195 -1.5462
H -0.3236 -0.5489 2.9439
H -3.5650 2.8299 1.9738
H -2.2762 -3.7961 -5.3783
H 1.6085 -4.0314 4.5053
H -2.4831 1.0368 0.6619
H 3.0723 -3.9015 2.9672
H 0.3272 3.7954 3.5228
H 1.0125 -6.5629 -0.6312
H 1.6913 -3.0087 6.6935
H -4.1576 2.5260 -4.1211
H 0.2104 2.0126 -3.9672
H 4.6936 -1.1275 3.4099
H 0.7743 -0.7274 7.0794
H -0.7854 2.6693 -5.2680
H -0.1546 -4.5945 0.2517
H 0.9431 2.9938 -5.2237
H -2.5940 4.4948 -0.3277
H 2.5487 -1.6010 -0.2644
H 3.3237 0.8951 3.8434
H -3.7068 5.0940 -1.5616
H -3.8412 -2.8977 -3.6407
H 4.2176 -5.8747 2.1223
H -2.0982 4.2853 3.4248
H 3.2143 -7.2429 0.3073
H -2.9325 -1.3869 -1.8908
H 0.6596 4.3387 -3.1270
H 0.1597 -3.1399 -5.2436
H 4.2750 -2.4310 1.2935
H 1.9606 2.4295 2.9858
H -1.7600 6.1382 -2.7878
H -0.2680 0.4734 5.1490

Löwdin atomic charge list, values in e, 8 entries:
1. Bi 1.85
2. O 0.02
3. O 0.07
4. O -0.05
5. O 0.05
6. O -0.25
7. N 0.03
8. N 0.14

Q: Which value of charge does entry 1 give?
A: 0